# 1
Formula: C20H47IN5O6P2S
Source: the Open Molecules 2025 dataset
Level of theory: ωB97M-V with the def2-TZVPD basis set

```
82
Properties=species:S:1:pos:R:3:forces:R:3
O 4.898008 -2.477503 0.831654 0.269 -0.817 -0.991
C 5.014869 -3.239304 -0.107936 -0.347 0.910 0.937
C 3.976936 -4.332165 -0.334366 0.486 -0.155 0.034
P 2.394887 -3.488439 -0.572576 -0.043 -0.048 -0.093
C 1.026190 -4.582870 -0.941565 -0.394 -0.256 -0.447
C -0.218837 -4.303717 -0.078886 -0.001 0.054 0.216
C -0.778330 -2.881520 -0.165318 -0.276 -0.288 0.043
I -2.143305 -2.639638 1.463468 -0.169 0.236 -0.141
P 2.598205 -1.934930 -2.170293 -0.285 0.602 -0.092
S 0.956298 -1.662106 -3.111401 -0.216 -0.370 -0.090
H 5.808666 -3.115297 -0.859414 0.124 -0.110 0.087
H 4.232924 -4.948904 -1.200916 -0.199 0.060 0.045
H 3.936906 -4.965505 0.559259 -0.126 0.057 -0.108
H 2.135428 -2.797776 0.612784 0.045 0.012 0.064
H 0.793719 -4.439982 -2.007507 0.106 0.042 0.142
H 1.357715 -5.621353 -0.817349 -0.022 0.193 0.110
H -1.002879 -4.993545 -0.408524 0.169 0.018 0.146
H 0.008757 -4.563078 0.962040 -0.034 -0.036 -0.217
H -0.054749 -2.073344 -0.047069 -0.022 -0.115 -0.099
H -1.373537 -2.724637 -1.067723 0.315 0.083 0.125
H 3.691785 -2.445626 -2.888558 0.157 -0.058 0.133
H 3.096722 -0.859379 -1.423093 0.168 -0.274 0.131
C 2.348854 1.324830 3.415240 0.016 -0.025 0.071
O 1.510132 1.041116 2.578864 -0.065 0.009 -0.080
N 3.621532 0.886044 3.371549 -0.050 0.011 -0.017
C 4.603527 1.214855 4.384125 -0.010 -0.025 -0.086
C 3.985861 0.048090 2.246132 0.005 0.094 0.064
H 2.130654 1.962275 4.286515 -0.002 0.009 -0.005
H 5.446293 1.753185 3.947521 0.008 0.014 0.017
H 4.979370 0.311435 4.867758 0.003 0.008 0.020
H 4.143537 1.847279 5.140387 -0.008 0.010 0.010
H 3.834215 0.595689 1.313833 0.041 -0.057 -0.063
H 3.357942 -0.842859 2.224125 0.030 -0.026 -0.014
H 5.026881 -0.249470 2.327736 0.013 0.009 0.032
C 3.270184 1.901822 -2.640859 -0.135 0.584 0.210
O 3.420622 0.680765 -2.680165 0.224 0.050 -0.146
N 2.245536 2.504004 -2.027801 0.312 -0.298 -0.263
C 2.088545 3.945411 -1.932797 0.034 0.003 -0.053
C 1.272216 1.619260 -1.426637 -0.161 -0.230 0.194
H 3.989860 2.598858 -3.092805 -0.007 -0.066 -0.041
H 2.073806 4.261417 -0.891125 -0.035 0.018 0.000
H 1.155927 4.263738 -2.394919 -0.010 0.023 0.029
H 2.918398 4.434985 -2.438695 0.024 -0.027 -0.020
H 1.784631 0.968027 -0.713548 -0.171 0.012 0.135
H 0.822286 0.987691 -2.190931 -0.067 0.027 0.028
H 0.492051 2.166179 -0.903785 0.126 0.187 -0.029
C -1.124800 5.135178 -0.095063 -0.078 0.084 0.092
O -0.212513 5.706352 -0.666362 0.096 -0.087 -0.043
N -2.333001 4.901382 -0.632194 -0.062 -0.066 -0.057
C -3.382155 4.230992 0.104811 0.012 0.024 -0.052
C -2.601913 5.345722 -1.994997 0.136 0.038 0.172
H -1.030731 4.763186 0.940119 0.003 -0.009 -0.009
H -3.690211 3.316046 -0.406050 -0.008 -0.004 0.015
H -4.255075 4.878213 0.209115 -0.008 -0.005 0.015
H -3.022674 3.971173 1.099041 0.003 -0.006 0.009
H -1.909752 4.868276 -2.689069 -0.022 0.008 -0.041
H -2.462671 6.423953 -2.070113 0.004 0.005 -0.033
H -3.619499 5.093329 -2.274304 0.061 0.002 0.009
C 0.759915 -6.375248 3.618205 0.236 0.243 0.036
O 0.356977 -6.311454 2.464878 0.035 -0.022 -0.066
N 0.294601 -5.620297 4.623828 -0.093 -0.101 0.028
C 0.874051 -5.652947 5.952401 -0.120 -0.060 -0.011
C -0.819416 -4.725506 4.344801 0.161 -0.158 -0.034
H 1.584583 -7.041481 3.918038 -0.047 -0.052 0.002
H 0.130912 -5.955217 6.691387 0.011 -0.006 0.017
H 1.258507 -4.669526 6.227271 0.015 0.000 -0.001
H 1.694497 -6.367194 5.974014 0.009 -0.010 0.003
H -1.709062 -5.292102 4.067770 -0.018 -0.006 0.037
H -0.565011 -4.093196 3.499848 -0.040 0.152 0.044
H -1.028885 -4.120061 5.222352 0.030 0.021 0.003
C -6.241240 4.676534 -3.663455 -0.013 0.086 -0.042
O -5.063650 4.891308 -3.891364 -0.083 -0.072 -0.005
N -6.940493 3.656711 -4.188761 -0.064 -0.077 -0.007
C -8.343083 3.447216 -3.891037 0.075 -0.023 -0.053
C -6.258399 2.744249 -5.091626 0.007 0.053 0.023
H -6.841591 5.319283 -2.998824 -0.003 -0.004 0.010
H -8.498171 2.473335 -3.423278 -0.019 0.003 0.013
H -8.942906 3.496096 -4.801202 -0.023 0.008 0.006
H -8.687979 4.219912 -3.207313 -0.006 0.011 0.009
H -5.419497 2.263437 -4.588031 0.003 -0.013 -0.004
H -5.866606 3.281574 -5.954916 0.003 -0.003 -0.012
H -6.962297 1.986764 -5.426348 -0.011 -0.009 -0.002
```
Forces are in eV/Å.

Calculated values
HOMO-LUMO gap in eV: 7.40
HOMO level in eV: -10.61
LUMO energy in Ha: -0.1178
Charge: +1

***

# 2
Formula: C20H48BF4N2O15
Source: the Open Molecules 2025 dataset
Level of theory: ωB97M-V with the def2-TZVPD basis set

```
90
Properties=species:S:1:pos:R:3:forces:R:3
N 10.893350 7.118270 0.996970 0.514 0.266 -0.400
H 9.911380 6.882070 1.004310 -0.519 0.478 -0.039
H 11.185970 7.936980 1.510950 -0.391 0.089 1.114
H 11.236670 7.391410 0.087240 -0.316 -0.053 -1.299
H 11.442880 6.297570 1.208080 0.741 -0.894 0.647
N 13.894720 3.819690 -1.036040 -1.049 0.245 -0.544
H 13.310880 4.402410 -1.618860 -0.454 0.590 -0.830
H 13.620640 4.162150 -0.126260 -0.141 0.244 1.755
H 14.866320 4.012560 -1.233240 0.942 -0.024 -0.260
H 13.568680 2.871370 -1.156430 0.183 -0.719 0.056
B 11.637840 7.119030 -2.105990 -0.603 -1.342 -1.695
F 11.878580 7.373880 -3.414410 0.979 0.638 -1.600
F 10.358160 7.459510 -1.854060 -2.844 0.682 0.829
F 11.778690 5.752480 -1.900400 0.419 -1.769 0.383
F 12.413170 7.761670 -1.226040 2.211 1.678 1.761
C 7.419180 10.229730 3.699030 0.847 1.075 -0.304
C 6.730540 9.553870 2.511240 -0.469 -1.722 2.579
O 6.877130 10.266260 1.351130 1.115 0.501 -2.984
C 7.738660 9.817840 0.361930 2.719 -3.762 1.595
O 8.524750 8.799510 0.410370 -3.049 3.448 0.516
O 7.673940 10.619030 -0.624030 -0.862 1.888 -2.508
C 8.620550 10.700840 -1.785870 1.058 -1.191 2.059
H 8.390860 10.610060 3.383900 0.341 -0.344 -0.009
H 7.558440 9.707670 4.645690 -0.209 -0.618 -0.399
H 6.920430 11.157840 3.978240 -0.472 -0.033 -0.169
H 5.682660 9.504730 2.807270 -0.335 0.202 -0.617
H 6.994720 8.508950 2.348580 0.524 0.034 0.160
H 8.473960 11.631880 -2.333380 -0.372 -0.245 0.479
H 8.701640 9.816270 -2.417590 -1.034 -0.092 0.057
H 9.573670 10.639120 -1.260660 0.323 0.636 -0.341
C 6.472780 5.689850 0.063700 -0.150 -1.728 -1.083
C 7.586020 5.523670 -1.011180 -0.097 0.931 0.653
O 7.702320 4.208670 -1.580450 -0.570 0.274 0.536
C 8.670290 3.363940 -1.240730 1.568 2.222 2.058
O 9.543230 3.565900 -0.374860 -2.068 -0.931 -1.965
O 8.527680 2.348760 -2.052600 -0.748 -0.512 -0.333
C 9.303120 1.227140 -1.775300 1.556 -0.695 0.482
H 5.588020 5.197710 -0.340150 -0.310 0.232 -0.179
H 6.194500 6.714020 0.312170 0.492 -0.032 -0.074
H 6.674890 5.069300 0.936710 0.381 0.411 0.287
H 8.522400 5.860150 -0.566130 0.217 -0.249 -0.392
H 7.362730 6.117840 -1.897300 -0.034 0.225 0.366
H 8.851730 0.316180 -2.168330 -0.196 0.353 -0.083
H 9.479350 1.139830 -0.703190 -0.174 -0.136 0.029
H 10.285920 1.386980 -2.218760 0.095 -0.285 -0.147
C 11.801770 5.501940 -6.471470 -0.341 -1.295 -0.047
C 13.203820 5.417370 -7.096020 -0.489 1.258 -1.346
O 14.024330 6.179890 -6.282600 3.357 2.146 1.990
C 15.252080 6.700760 -6.707720 -1.149 -2.056 -0.755
O 15.759960 6.407130 -7.761540 -0.132 0.355 0.259
O 15.779470 7.444410 -5.757360 -0.087 1.243 0.889
C 17.159530 7.856180 -5.801360 1.330 -0.653 -0.889
H 11.684560 4.604080 -5.864660 -0.419 -0.423 -0.344
H 11.043680 5.568530 -7.251830 -0.046 -0.416 0.000
H 11.502250 6.233780 -5.721260 1.127 0.827 -0.341
H 13.286250 5.882070 -8.078540 -0.613 0.032 -0.314
H 13.592380 4.417050 -7.287030 -0.144 -0.286 0.624
H 17.750100 7.034040 -6.205610 0.007 -0.406 0.598
H 17.546830 8.214570 -4.847600 -0.822 -0.786 0.392
H 17.540150 8.644630 -6.450640 -1.534 0.507 -0.726
C 4.000210 6.884080 -6.482870 -0.408 -0.660 1.759
C 4.393790 5.397550 -6.133870 0.263 1.483 -1.339
O 5.339100 5.357250 -5.051360 0.388 -0.285 0.388
C 6.605750 5.810690 -5.297180 -2.460 0.428 -1.762
O 6.913140 6.206070 -6.392030 0.972 -0.193 -0.091
O 7.291540 5.845310 -4.204340 -0.379 -1.015 0.822
C 8.691160 6.028580 -4.282480 0.441 1.563 -0.271
H 3.564010 7.035070 -7.470310 0.256 -0.197 0.038
H 4.813180 7.578110 -6.269620 0.323 -0.323 -0.643
H 3.278350 7.200040 -5.729760 -0.471 -0.004 -0.127
H 4.764410 4.981770 -7.070820 0.673 -0.268 0.288
H 3.556100 4.755360 -5.861890 0.030 0.379 0.429
H 9.016050 5.801270 -3.267160 0.634 -0.170 -0.603
H 8.868760 7.076960 -4.522190 0.080 0.323 0.546
H 9.175000 5.585630 -5.153000 -0.225 -1.037 0.437
C 19.785170 3.607910 -4.033520 0.622 -0.306 -0.841
C 18.768130 3.747950 -2.944590 -0.550 1.678 0.288
O 18.103200 5.061460 -3.261370 1.580 -1.608 -1.102
C 16.968780 5.290450 -2.734470 -2.507 1.760 2.494
O 16.355800 4.592210 -1.910180 0.968 0.593 -1.587
O 16.610330 6.557740 -3.073470 0.773 -0.819 -0.384
C 15.407210 7.084600 -2.547940 -1.065 0.028 0.126
H 20.594380 2.895760 -3.871870 -0.248 -0.199 0.547
H 20.296960 4.548710 -4.236170 -0.191 0.156 0.232
H 19.338790 3.299990 -4.979050 -0.264 0.069 0.055
H 19.164720 3.976920 -1.955460 0.289 -0.592 -0.027
H 17.983710 2.994670 -2.871540 0.261 -0.045 -0.145
H 15.098080 8.033600 -2.986050 0.920 0.060 -0.515
H 15.523630 7.292370 -1.484280 -0.356 -0.585 0.090
H 14.587360 6.442330 -2.869560 -0.150 -0.228 0.764
```
Forces are in eV/Å.

Calculated values
HOMO-LUMO gap (alpha / beta) in eV: 3.30 / 10.81
HOMO level (alpha / beta) in eV: -2.90 / -10.37
LUMO energy (alpha / beta) in Ha: 0.0148 / 0.0162
Spin multiplicity: 2
Charge: 0

***

# 3
Formula: C20H48F6O16Y2
Source: the Open Molecules 2025 dataset
Level of theory: ωB97M-V with the def2-TZVPD basis set

```
92
Properties=species:S:1:pos:R:3:forces:R:3
Y -13.832520 -21.093260 26.727400 0.836 0.945 -3.762
Y -15.486690 -18.495340 24.277430 1.732 -0.168 1.314
O -15.282150 -16.266290 23.315770 -0.477 -1.881 0.821
C -13.959090 -16.027830 22.884420 -0.813 -0.385 -0.450
C -12.956790 -17.250770 22.790930 0.352 -1.440 0.578
O -13.042990 -18.372240 23.644450 -2.973 1.261 0.861
H -13.690580 -15.164490 23.493220 1.480 -0.046 0.245
H -14.091770 -15.645000 21.872520 0.658 0.263 -0.605
H -11.916520 -16.927790 22.831110 0.321 0.977 0.164
H -12.965760 -17.764990 21.829890 -0.680 0.779 -1.255
O -11.949140 -19.632780 27.086430 -2.087 -0.114 1.142
C -12.372620 -18.415460 27.715940 -0.091 -1.985 -1.394
C -13.785870 -17.918100 27.203580 -0.420 1.070 -0.359
O -14.636500 -18.787810 26.492410 0.458 -1.834 -0.199
H -11.564250 -17.697570 27.577120 -0.203 0.693 -0.319
H -12.417730 -18.553260 28.796250 -0.298 -0.026 0.615
H -13.751830 -17.023190 26.582230 0.950 0.310 -0.237
H -14.371840 -17.534640 28.038860 -0.036 -0.048 0.842
O -15.224500 -20.866130 24.654520 0.336 0.012 1.602
C -15.888480 -22.103190 24.453760 -0.325 -0.156 -0.013
C -16.126230 -23.069710 25.734530 0.645 1.743 0.685
O -15.149100 -23.046790 26.766780 1.006 1.552 -0.613
H -15.460920 -22.682860 23.635670 0.813 -0.157 -0.053
H -16.847700 -21.800380 24.033880 -0.784 -0.492 0.241
H -16.298070 -24.123550 25.515480 -0.200 -0.035 -0.890
H -17.031460 -22.651940 26.175110 -0.475 -0.265 -0.031
C -11.637980 -22.889210 24.349760 -0.663 1.855 3.099
O -10.258040 -22.627890 24.336580 1.119 -0.859 -1.433
O -12.267260 -21.733980 24.966870 0.458 -3.515 -1.538
C -12.137450 -23.421690 22.975210 -0.634 -0.874 0.337
F -13.032190 -24.440420 23.216650 -0.592 0.713 0.291
F -12.669870 -22.480880 22.279910 -1.678 1.675 -1.073
F -11.349410 -24.054870 22.064910 1.742 0.041 0.328
C -9.395270 -23.781130 24.256620 -0.086 0.937 1.481
C -8.037860 -23.336080 23.798030 -0.084 0.087 -0.383
H -8.161720 -22.779580 22.869020 0.163 -0.252 -0.255
H -7.504520 -22.660990 24.467290 -0.144 -0.220 0.280
H -7.507520 -24.276910 23.650870 0.639 0.259 -0.209
H -9.649310 -24.675930 23.688390 -0.907 0.481 -0.615
H -9.309540 -24.171440 25.270720 0.021 -0.111 0.459
H -11.763840 -23.789640 24.951010 -0.249 -0.301 0.566
C -18.336040 -17.339890 25.236270 1.747 -2.152 -1.023
O -17.128510 -16.724810 25.714010 -1.064 1.316 0.463
O -17.873950 -18.595010 24.712310 -1.215 1.999 1.074
C -19.442700 -17.356620 26.383990 2.999 -2.090 -0.746
F -20.019480 -16.182550 26.546020 -0.560 0.451 0.374
F -20.377150 -18.271140 26.079740 -0.357 0.209 0.280
F -18.841110 -17.748770 27.559250 -1.020 0.510 -0.529
C -17.193370 -15.278110 25.896480 0.095 0.671 0.259
C -15.979060 -14.776960 26.703140 0.415 -1.616 -0.863
H -15.799150 -15.352880 27.610910 -0.647 0.101 0.359
H -15.126970 -15.110940 26.111100 0.357 0.558 -0.163
H -15.935960 -13.705000 26.895900 -0.229 -0.146 -0.232
H -18.090610 -14.896310 26.383620 -0.350 -0.802 0.436
H -17.271750 -14.787210 24.926440 0.527 -0.205 -0.207
H -18.785990 -16.810390 24.396460 -0.081 0.804 0.005
C -14.374010 -12.509010 24.416250 -1.449 1.347 -0.472
O -15.518360 -13.329030 24.198450 0.959 0.586 0.158
H -14.822290 -11.519980 24.510890 -0.014 0.328 0.319
H -13.804710 -12.640770 25.336380 0.111 -0.739 -0.069
H -13.756770 -12.351260 23.531810 0.408 -0.744 -0.024
H -15.233260 -14.191950 23.889090 -0.036 -0.768 -0.058
C -20.558430 -18.236380 21.854570 0.781 -0.274 1.194
O -19.661830 -19.261120 22.321780 -0.772 0.368 -0.840
H -20.288000 -17.961450 20.835060 -0.467 -0.179 -0.149
H -21.586210 -18.552300 22.033330 -0.143 -0.248 -0.701
H -20.487060 -17.332160 22.459040 0.342 0.205 0.054
H -19.164970 -18.943190 23.079180 0.553 0.098 0.693
C -19.343180 -21.673370 26.988140 0.059 0.391 1.447
O -20.087520 -21.756960 25.825090 -0.233 -0.163 -1.099
H -19.266230 -22.672560 27.416850 0.090 0.026 -0.020
H -18.348950 -21.230360 26.930270 0.169 -0.194 -0.631
H -19.862800 -21.022990 27.691780 -0.222 -0.001 0.502
H -20.018090 -20.917820 25.363970 0.116 0.135 -0.203
C -17.780330 -15.822580 21.162920 -0.797 0.996 1.091
O -17.468590 -14.877470 22.206240 -0.840 -0.174 -1.393
H -17.891650 -16.823160 21.580690 0.434 -0.271 -0.182
H -18.778450 -15.542560 20.826100 -0.177 0.041 -0.067
H -17.158550 -15.765570 20.269470 0.526 -0.161 0.223
H -16.633200 -15.133500 22.603940 0.868 -0.773 0.382
C -15.022220 -20.140950 21.460670 1.193 -0.789 -0.887
O -15.983920 -19.289110 22.084640 0.430 -0.283 -0.354
H -14.043120 -20.273100 21.921110 -0.445 0.419 1.139
H -15.439820 -21.136000 21.307060 -0.100 0.032 -0.072
H -14.735020 -19.671740 20.519690 -0.255 -0.151 -0.392
H -16.471750 -19.042410 21.295490 -0.721 0.654 0.687
C -16.150920 -19.924480 29.077760 -1.680 0.691 -1.087
O -15.055110 -20.764710 28.847270 0.541 -0.391 1.062
H -15.856520 -19.062210 29.676030 -0.147 0.207 -0.267
H -16.577370 -19.679930 28.104920 0.363 0.716 0.044
H -16.978390 -20.456390 29.547300 0.124 -0.262 0.487
H -14.916730 -21.049480 29.753550 0.979 -0.774 -0.268
```
Forces are in eV/Å.

Calculated values
HOMO-LUMO gap in eV: 5.99
HOMO level in eV: -1.96
LUMO energy in Ha: 0.1481
Charge: -2

***

Number 1: DFT total energy -2893.81519 a.u.. Number 2: DFT total energy -2453.35304 a.u.. Number 3: DFT total energy -2670.64362 a.u..